(1)
{
  "formula": "C4H11NP2",
  "method": "ωB97M-V with the def2-TZVPD basis set",
  "e_tot_ev": -24392.26409,
  "smiles": "C[C@H]1PCPN1C",
  "e_homo_ev": -7.90,
  "largest_force_ha_per_bohr": 0.057,
  "total_charge": 0,
  "relative_energy_ev": 1.137,
  "e_lumo_ev": 0.9,
  "symbols": ["P", "P", "N", "C", "C", "C", "C", "H", "H", "H", "H", "H", "H", "H", "H", "H", "H", "H"],
  "coordinates": [[1.36456, -1.15189, -1.28082], [1.39510, 1.24047, 0.62545], [-0.07933, -0.70905, -0.54271], [2.46262, 0.21862, -0.48585], [-1.37230, 1.21261, 0.61913], [-1.23853, -1.57562, -0.37499], [-0.16202, 0.75588, -0.21143], [-1.52034, 2.24691, 0.92414], [-0.32326, 1.33843, -1.23189], [3.22077, -0.20720, 0.07775], [1.38468, 0.27312, 1.77971], [-1.18430, -2.42823, -0.96760], [-2.03137, -0.91897, -0.58536], [-1.48005, -1.93174, 0.66555], [-1.59792, 0.59972, 1.48301], [-2.09526, 0.93382, -0.17258], [2.89843, 0.80124, -1.33100], [1.28606, -0.70286, -2.64994]]
}

(2)
{
  "formula": "ClH3NO2P",
  "method": "ωB97M-V with the def2-TZVPD basis set",
  "e_tot_ev": -27443.90051,
  "smiles": "NOP(O)Cl",
  "e_homo_ev": -9.84,
  "largest_force_ha_per_bohr": 0.085,
  "total_charge": 0,
  "relative_energy_ev": 2.947,
  "e_lumo_ev": -0.5,
  "symbols": ["Cl", "P", "O", "O", "N", "H", "H", "H"],
  "coordinates": [[-1.25883, 2.19112, -0.76337], [-0.99483, -0.18226, -1.60958], [-1.36189, -0.61626, -0.13271], [0.64062, -0.32845, -1.49428], [1.50826, 0.25457, -0.55933], [2.45406, -0.34557, -0.51020], [-2.00980, -0.11365, 0.27986], [1.07378, 0.33105, 0.30080]]
}

(3)
{
  "formula": "C11H7N6O4S",
  "method": "ωB97M-V with the def2-TZVPD basis set",
  "e_tot_ev": -39481.44253,
  "smiles": "O=[N+]([O-])c1ccc(S[C@@H]2C(=[N+]([O-])[O-])C=Cc3nnnn32)cc1",
  "e_homo_ev": -4.19,
  "largest_force_ha_per_bohr": 0.058,
  "total_charge": -1,
  "e_lumo_ev": 1.2,
  "symbols": ["S", "O", "O", "O", "O", "N", "N", "N", "N", "N", "N", "C", "C", "C", "C", "C", "C", "C", "C", "C", "C", "C", "H", "H", "H", "H", "H", "H", "H"],
  "coordinates": [[-1.59933, 0.26038, 1.71128], [-3.00536, -2.13684, 1.51240], [4.90646, 0.02764, 0.78108], [4.55554, 2.01354, -0.09600], [-1.80342, -3.77871, 0.65820], [-2.34650, 1.93396, -1.00211], [-2.17021, -2.58360, 0.66865], [-1.95847, 2.40933, -2.16334], [4.16476, 1.01145, 0.54325], [-1.38182, 1.46344, -2.92928], [-2.02155, 0.60553, -1.01457], [-1.39952, 0.31782, -2.19916], [0.08799, 0.55452, 1.38550], [1.91531, 1.99239, 0.68456], [0.55341, 1.77331, 0.83998], [-1.10559, -1.96044, -1.47744], [-0.91018, -0.98668, -2.44558], [2.37960, -0.21075, 1.65532], [2.82027, 0.96023, 1.00935], [-1.71268, -1.63855, -0.27244], [-2.26748, -0.31028, 0.07592], [1.02079, -0.42479, 1.80423], [3.11285, -0.93614, 1.99391], [-3.35612, -0.34173, 0.19217], [0.65176, -1.34578, 2.25446], [-0.45177, -1.14297, -3.41545], [-0.15976, 2.55157, 0.57224], [-0.82525, -3.00598, -1.62211], [2.30626, 2.92813, 0.29500]]
}

(4)
{
  "formula": "C56H48NP4PtTe",
  "method": "ωB97M-V with the def2-TZVPD basis set",
  "e_tot_ev": -108010.66184,
  "e_homo_ev": [-14.80, -15.97],
  "largest_force_ha_per_bohr": 0.029,
  "multiplicity": 5,
  "total_charge": 3,
  "relative_energy_ev": 0.000,
  "e_lumo_ev": [-7.3, -10.9],
  "symbols": ["Pt", "Te", "P", "P", "P", "P", "N", "C", "C", "C", "C", "C", "C", "C", "C", "C", "C", "C", "C", "C", "C", "C", "C", "C", "C", "C", "C", "C", "C", "C", "C", "C", "C", "C", "C", "C", "C", "C", "C", "C", "C", "C", "C", "C", "C", "C", "C", "C", "C", "C", "C", "C", "C", "C", "C", "C", "C", "C", "C", "C", "C", "C", "C", "H", "H", "H", "H", "H", "H", "H", "H", "H", "H", "H", "H", "H", "H", "H", "H", "H", "H", "H", "H", "H", "H", "H", "H", "H", "H", "H", "H", "H", "H", "H", "H", "H", "H", "H", "H", "H", "H", "H", "H", "H", "H", "H", "H", "H", "H", "H", "H"],
  "coordinates": [[-0.36424, 0.50855, -0.58416], [2.25172, 0.48406, 3.89890], [-1.44795, 2.11058, -1.87986], [-0.24272, -0.48544, 1.98696], [-0.33317, -0.78390, -2.60753], [1.79746, 0.90747, 0.51947], [2.09684, -3.57320, 6.45027], [-1.54785, 3.90607, -1.88929], [1.45750, 3.64726, -0.06759], [6.06889, -0.62391, -0.25483], [2.26924, -1.57868, -2.53803], [-2.65543, 4.57139, -1.33322], [-1.06126, -0.50757, 3.58192], [3.45035, 0.26108, 0.17240], [2.56398, -2.49839, 4.35846], [2.68367, 5.37363, 1.06401], [-1.84331, 6.66092, -2.20846], [-1.60648, -2.34966, 0.50233], [-1.47459, 0.50008, 5.73403], [-5.35018, 0.83962, -1.67534], [2.09243, -1.29406, 4.83536], [-5.55698, 0.70956, -0.30470], [-1.81842, -1.51561, -3.33798], [1.37105, 0.13620, 2.08461], [-3.94126, -2.54056, -4.78023], [-3.31166, 1.48789, 0.06708], [5.66048, 0.61319, -0.73718], [1.72479, -1.23595, 6.17541], [-1.79542, -3.58329, -0.07993], [-1.99432, -1.83534, 5.35983], [-4.12901, -2.16469, -3.46057], [1.75866, -4.27436, -2.90829], [-1.64166, -1.88662, -4.67514], [-0.00393, 0.60143, -3.72389], [4.37510, 1.05187, -0.51894], [-1.12195, 1.62356, -3.59741], [-3.09015, 1.58739, -1.30782], [-0.73209, 6.01125, -2.71788], [-1.56646, -1.72494, 4.03467], [-0.39570, -2.08279, 1.18191], [1.73047, 4.98151, 0.13777], [-2.79138, 5.96119, -1.47844], [-4.53474, 1.06078, 0.57210], [3.31697, -2.49267, -2.51669], [3.06552, -3.83737, -2.74288], [1.72806, -2.38251, 6.92413], [2.54660, -3.60200, 5.20159], [0.38299, -4.29690, 0.65214], [0.96099, -2.00286, -2.73779], [5.13852, -1.45061, 0.36586], [3.36269, 4.42652, 1.80945], [-2.71206, -2.40649, -5.38978], [2.10745, 2.68131, 0.70776], [-1.88777, -0.74443, 6.19892], [-0.57295, 4.65071, -2.56471], [3.84123, -0.99703, 0.60381], [-3.06166, -1.65154, -2.72869], [-4.12863, 1.27779, -2.17449], [3.08981, 3.09246, 1.61630], [0.60987, -3.04278, 1.20249], [-0.83309, -4.57112, 0.04146], [-1.06330, 0.63679, 4.40685], [0.71112, -3.36924, -2.90690], [-0.98588, -5.54740, -0.38150], [-2.55480, -2.70470, -6.41095], [-2.75006, -3.78629, -0.53952], [-0.77578, 1.61625, 4.00032], [1.52210, -2.79469, 1.70871], [2.52750, -0.52126, -2.42174], [0.00546, 6.56899, -3.31130], [4.08743, 2.00422, -0.92321], [-4.61721, 0.98495, 1.65239], [-0.31267, -3.70075, -3.04802], [-2.53713, 1.77848, 0.77582], [-4.01899, 1.36300, -3.24139], [-1.98735, 7.71304, -2.40395], [-3.20337, -1.34868, -1.69360], [0.70377, 3.36394, -0.79775], [-6.53255, 0.40607, 0.07245], [-2.04745, 1.26550, -4.04467], [-6.16207, 0.57784, -2.34119], [-2.41650, -1.60879, 0.53072], [1.53003, -5.30107, -3.12718], [-2.17427, -0.83513, 7.23904], [1.15761, -5.04453, 0.70388], [-0.69756, -1.75727, -5.17706], [-5.09180, -2.22535, -2.97123], [0.05484, 0.22977, -4.74035], [2.86917, 6.42723, 1.22765], [-3.65211, 6.47862, -1.07515], [0.98102, 1.03092, -3.48525], [1.18946, 5.71028, -0.43266], [7.08742, -0.95332, -0.41438], [3.11814, -1.64309, 1.09323], [2.93255, -2.59971, 3.34604], [2.83467, -4.56303, 4.80304], [4.31709, -2.14911, -2.34211], [6.35511, 1.26538, -1.25098], [-2.41338, -2.74777, 5.72719], [3.67721, 2.37260, 2.16830], [-4.77527, -2.93165, -5.33249], [4.11476, 4.71537, 2.51999], [0.30085, 4.16267, -3.00644], [-1.55697, 1.36584, 6.38948], [-3.42658, 4.00672, -0.84426], [1.42088, -0.31696, 6.62519], [3.88190, -4.53395, -2.77985], [1.44294, -2.31416, 7.97212], [5.42405, -2.42514, 0.69317], [-1.60822, -2.56919, 3.38136], [-0.84066, 2.53967, -4.11155]]
}

(5)
{
  "formula": "C11H15N",
  "method": "ωB97M-V with the def2-TZVPD basis set",
  "e_tot_ev": -13140.41947,
  "smiles": "Cc1c[nH]c2ccccc12.CC",
  "e_homo_ev": -7.86,
  "largest_force_ha_per_bohr": 0.023,
  "total_charge": 0,
  "relative_energy_ev": 0.372,
  "e_lumo_ev": 0.9,
  "symbols": ["N", "C", "C", "C", "C", "C", "C", "C", "C", "C", "C", "C", "H", "H", "H", "H", "H", "H", "H", "H", "H", "H", "H", "H", "H", "H", "H"],
  "coordinates": [[-0.30078, -1.32199, 1.89253], [0.17434, -2.15989, -1.67068], [0.45400, -0.31456, 2.48171], [0.05422, -1.42422, 0.58306], [1.00279, -0.42402, 0.30736], [-1.54605, 1.83672, -0.55723], [-2.30364, 0.84842, -1.44220], [1.17079, -1.21248, -1.94257], [1.26121, 0.26356, 1.55306], [-0.40060, -2.27814, -0.42401], [1.64189, -0.39812, -0.92956], [1.93746, 1.60552, 1.69971], [-2.90011, 1.41156, -2.16907], [1.60852, -1.17140, -2.92969], [2.48503, 0.24957, -1.12326], [-1.10515, -3.07004, -0.20307], [2.96030, 1.54614, 2.08922], [-2.24560, 2.17154, 0.21264], [0.46463, -0.23692, 3.55828], [2.00923, 2.07093, 0.71784], [-1.66322, 0.16911, -1.99822], [-0.94842, -1.92099, 2.37392], [-3.06258, 0.31190, -0.87436], [-0.23858, -2.77086, -2.46139], [1.39630, 2.21067, 2.42091], [-0.72854, 1.30593, -0.06851], [-1.17743, 2.70207, -1.09641]]
}

Copy entry 5 word for word.
{
  "formula": "C11H15N",
  "method": "ωB97M-V with the def2-TZVPD basis set",
  "e_tot_ev": -13140.41947,
  "smiles": "Cc1c[nH]c2ccccc12.CC",
  "e_homo_ev": -7.86,
  "largest_force_ha_per_bohr": 0.023,
  "total_charge": 0,
  "relative_energy_ev": 0.372,
  "e_lumo_ev": 0.9,
  "symbols": ["N", "C", "C", "C", "C", "C", "C", "C", "C", "C", "C", "C", "H", "H", "H", "H", "H", "H", "H", "H", "H", "H", "H", "H", "H", "H", "H"],
  "coordinates": [[-0.30078, -1.32199, 1.89253], [0.17434, -2.15989, -1.67068], [0.45400, -0.31456, 2.48171], [0.05422, -1.42422, 0.58306], [1.00279, -0.42402, 0.30736], [-1.54605, 1.83672, -0.55723], [-2.30364, 0.84842, -1.44220], [1.17079, -1.21248, -1.94257], [1.26121, 0.26356, 1.55306], [-0.40060, -2.27814, -0.42401], [1.64189, -0.39812, -0.92956], [1.93746, 1.60552, 1.69971], [-2.90011, 1.41156, -2.16907], [1.60852, -1.17140, -2.92969], [2.48503, 0.24957, -1.12326], [-1.10515, -3.07004, -0.20307], [2.96030, 1.54614, 2.08922], [-2.24560, 2.17154, 0.21264], [0.46463, -0.23692, 3.55828], [2.00923, 2.07093, 0.71784], [-1.66322, 0.16911, -1.99822], [-0.94842, -1.92099, 2.37392], [-3.06258, 0.31190, -0.87436], [-0.23858, -2.77086, -2.46139], [1.39630, 2.21067, 2.42091], [-0.72854, 1.30593, -0.06851], [-1.17743, 2.70207, -1.09641]]
}